DFT (ωB97M-V with the def2-TZVPD basis set) results for 2 unconnected molecules or ions with the total composition C5H9FO at a distorted geometry.

## Properties
electronic energy	-370.9476	Ha
total charge	0
highest occupied orbital energy	-9.511	eV
LUMO energy	0.849	eV
SMILES	CC(=O)F.C=CC
gap between HOMO and LUMO	10.36	eV

CARTESIAN COORDINATES (ANGSTROEM)
C: 1.618 -1.313 -1.376
C: 0.683 -1.222 -0.367
C: 1.562 -2.026 -2.781
C: -2.484 -0.363 -0.305
C: -2.312 0.404 0.993
O: -1.497 0.123 1.894
F: -3.185 1.372 1.067
H: 2.559 -0.931 -1.195
H: -0.359 -1.714 -0.500
H: 1.828 -3.034 -2.511
H: 0.556 -2.023 -3.062
H: 2.209 -1.541 -3.494
H: -1.764 -1.153 -0.261
H: -3.375 -0.966 -0.246
H: -2.407 0.424 -1.089
H: 0.848 -0.617 0.679

These are the Löwdin partial charges, in e, on atoms 1 to 8: -0.207, -0.031, -0.080, 0.008, -0.484, 0.080, 0.132, 0.042